Density functional theory data (wB97M-V/def2-TZVPD) for a molecular structure, C27H22F6NO5PSTa at a distorted geometry.

Geometry as ORCA input:
```
! RIJCOSX wB97M-V def2-TZVPD def2/J DEFGRID3
* xyz 2 2
Ta 0.69 -1.58 0.01
O 3.64 -1.29 2.15
S 2.76 -0.56 1.32
O 1.35 -0.46 1.81
O 2.57 -1.17 -0.04
C 3.25 1.11 1.00
C 4.51 1.59 1.31
C 4.82 2.91 1.01
C 3.86 3.73 0.43
C 2.60 3.24 0.13
C 2.28 1.91 0.39
P 0.63 1.24 -0.03
C -0.46 2.10 1.17
C -0.79 1.50 2.39
C -1.53 2.19 3.33
C -1.96 3.48 3.07
C -1.65 4.08 1.86
C -0.90 3.40 0.91
C 0.25 1.95 -1.66
C 1.25 2.28 -2.57
C 0.91 2.77 -3.82
C -0.42 2.91 -4.17
C -1.42 2.55 -3.28
C -1.09 2.06 -2.03
H 5.22 0.93 1.77
H 5.80 3.29 1.24
H 4.10 4.76 0.21
H 1.86 3.90 -0.31
H -0.44 0.50 2.60
H -1.77 1.72 4.27
H -2.54 4.02 3.80
H -1.97 5.09 1.65
H -0.66 3.88 -0.03
H 2.29 2.16 -2.30
H 1.69 3.04 -4.52
H -0.68 3.31 -5.14
H -2.46 2.65 -3.56
H -1.86 1.77 -1.33
O -1.13 -1.28 0.40
N -2.47 -1.26 0.26
C -3.04 -1.99 -0.71
C -4.41 -2.00 -0.87
C -5.21 -1.23 -0.03
C -4.59 -0.46 0.95
C -3.22 -0.49 1.08
H -2.37 -2.54 -1.35
H -4.84 -2.60 -1.66
H -6.28 -1.24 -0.13
H -5.17 0.17 1.60
H -2.68 0.09 1.82
C 2.31 -5.25 -0.35
C 0.96 -4.52 -0.43
O 1.03 -3.19 -0.75
C 0.02 -5.15 -1.49
F 0.62 -5.36 -2.64
F -0.57 -6.28 -1.11
F -0.97 -4.23 -1.71
C 0.26 -4.54 0.95
F 0.05 -5.70 1.50
F 0.98 -3.76 1.80
F -0.93 -3.87 0.84
H 2.82 -5.18 -1.31
H 2.15 -6.30 -0.11
H 2.93 -4.79 0.41
*
```

Output
⟨S²⟩: 0.752
Gap between HOMO and LUMO (spin up / spin down) (eV): 7.152 / 7.421